Formula: C21H67O14P
Source: OMol25
Level of theory: ωB97M-V with the def2-TZVPD basis set

Output
2S+1: 1
frontier orbital gap: 7.43 eV
LUMO energy: 0.363 eV

Positions of all 103 atoms, in Å:
C -1.7916 5.9009 3.2573
C -2.8518 5.2298 2.8013
C -3.1633 3.8034 3.1633
O -3.7815 3.3973 4.1145
O -2.6517 3.0254 2.2014
C -2.5240 1.6174 2.4914
C -1.1992 1.1361 1.9305
C -1.1970 -0.3792 1.7455
C 0.2286 -0.9416 1.6844
C 0.3627 -2.1986 0.8048
C 1.1759 -2.0053 -0.4750
P 0.3999 -0.8148 -1.7366
H -1.4871 5.9236 4.2992
H -1.2212 6.5325 2.5836
H -3.5974 5.6999 2.1625
H -3.3398 1.0873 1.9969
H -2.5510 1.4324 3.5623
H -0.9412 1.6647 1.0137
H -0.4165 1.3785 2.6573
H -1.7247 -0.8054 2.6049
H -1.7558 -0.6437 0.8440
H 0.8674 -0.1464 1.2878
H 0.5451 -1.1493 2.7079
H -0.6275 -2.6023 0.5756
H 0.8600 -2.9660 1.4048
H 2.2060 -1.6964 -0.2620
H 1.2447 -2.9750 -0.9819
H -0.6148 -1.7968 -2.0080
H 1.6043 -0.7721 -2.4972
H 0.2437 0.2117 -0.7613
H -0.2177 0.0490 -2.7234
C -0.7276 2.7138 -4.6718
O -1.4819 1.6097 -4.1862
H 0.2584 2.6728 -4.2138
H -0.6222 2.6554 -5.7593
H -1.1994 3.6669 -4.4198
H -2.3500 1.6521 -4.6022
C 1.9226 3.5364 1.8446
O 1.2865 3.0243 0.6852
H 2.5593 2.7445 2.2349
H 2.5461 4.4059 1.6173
H 1.1955 3.8132 2.6149
H 0.7126 3.7095 0.3304
C 3.3116 -3.5411 -3.5284
O 1.8984 -3.6776 -3.5822
H 3.5782 -2.7559 -4.2331
H 3.6529 -3.2491 -2.5313
H 3.8173 -4.4656 -3.8261
H 1.6401 -4.3639 -2.9607
C -4.3751 8.9653 4.0587
O -4.8906 7.7965 3.4406
H -4.3163 9.7338 3.2913
H -5.0273 9.3205 4.8609
H -3.3725 8.7982 4.4640
H -4.9452 7.1070 4.1092
C 5.3013 -3.2393 0.7532
O 4.8053 -2.5075 -0.3619
H 5.2989 -4.2890 0.4707
H 6.3257 -2.9465 0.9939
H 4.6697 -3.1076 1.6366
H 4.7989 -1.5744 -0.1303
C 0.9417 -0.0835 -7.1390
O 0.7030 -0.2544 -5.7523
H 1.8324 -0.6453 -7.4121
H 0.0945 -0.4638 -7.7162
H 1.1045 0.9737 -7.3760
H -0.0870 0.2615 -5.5465
C -2.1077 -5.2166 1.7637
O -2.3138 -3.8160 1.6698
H -1.9180 -5.5994 0.7629
H -1.2379 -5.4194 2.3923
H -2.9793 -5.7344 2.1747
H -2.4611 -3.4846 2.5600
C 0.5752 0.2646 5.6503
O -0.0573 -0.7813 4.9212
H 0.7851 1.0627 4.9410
H -0.0742 0.6543 6.4378
H 1.5163 -0.0662 6.0971
H -0.2572 -1.4938 5.5364
C 8.4226 -3.3523 -1.6147
O 7.6606 -4.4802 -1.2109
H 9.4043 -3.4481 -1.1555
H 8.5463 -3.3140 -2.7003
H 7.9649 -2.4170 -1.2790
H 6.7890 -4.3980 -1.6104
C -2.3242 1.0614 -7.9779
O -2.7730 2.3257 -7.5022
H -2.0035 0.4922 -7.1074
H -3.1234 0.5106 -8.4796
H -1.4764 1.1759 -8.6569
H -3.0621 2.8501 -8.2536
C 1.7498 -4.8847 3.5729
O 0.5029 -4.2252 3.7360
H 1.5327 -5.9218 3.3259
H 2.3322 -4.4453 2.7577
H 2.3451 -4.8606 4.4897
H 0.6723 -3.3002 3.9436
C -5.6976 -0.9344 0.4265
O -6.9494 -0.2622 0.4939
H -5.8981 -1.9545 0.1089
H -5.0305 -0.4627 -0.3001
H -5.2074 -0.9604 1.4037
H -6.7909 0.6426 0.7758

Formula: C21H70N20O13
Source: OMol25
Level of theory: ωB97M-V with the def2-TZVPD basis set

Output
2S+1: 1
ΔE to the lowest compared entry with this formula, charge and spin: 183.8 kcal/mol
frontier orbital gap: 8.16 eV
LUMO energy: -0.410 eV

Positions of all 124 atoms, in Å:
C -0.9516 -20.9879 -21.1022
C -0.2422 -20.0362 -20.2818
O 0.4279 -19.0155 -21.1368
H -1.9277 -20.9822 -20.6170
H -0.6984 -22.0461 -21.0376
H -1.1907 -20.6232 -22.1012
H 0.5110 -20.4123 -19.5895
H -0.9885 -19.6293 -19.5995
H -0.1564 -18.9796 -21.8977
C 6.8871 -19.7358 -26.0793
C 7.0726 -21.3273 -26.0262
O 7.3574 -21.5187 -24.6958
H 7.8627 -19.3846 -25.7432
H 6.0379 -19.4380 -25.4643
H 6.8666 -19.5353 -27.1505
H 7.9401 -21.7890 -26.4977
H 6.1597 -21.8799 -26.2483
H 7.1336 -22.4275 -24.4824
C 3.5253 -22.5957 -27.1828
O 3.0766 -22.5244 -28.2969
N 3.6054 -21.5580 -26.3967
N 3.9078 -23.6797 -26.5634
H 3.9348 -21.6517 -25.4466
H 2.9727 -20.8176 -26.6640
H 4.4676 -23.6843 -25.7227
H 3.5990 -24.5890 -26.8763
C 1.5180 -24.9959 -23.5053
O 0.7149 -25.9008 -23.7276
N 2.6087 -25.0702 -22.8791
N 1.4244 -23.7384 -23.8848
H 3.2290 -24.2845 -23.0132
H 2.9981 -25.8232 -22.3301
H 1.8392 -23.0459 -23.2779
H 0.8014 -23.4606 -24.6296
C 7.1922 -21.7355 -19.7775
O 7.1661 -20.5540 -19.9242
N 7.7714 -22.4580 -18.8513
N 6.5983 -22.4688 -20.5947
H 7.6140 -23.4448 -18.7043
H 8.2356 -21.9358 -18.1220
H 6.5842 -23.4411 -20.3214
H 6.2613 -22.1559 -21.4939
C 3.4180 -20.3389 -22.8187
O 2.5055 -21.1076 -22.8156
N 3.2492 -19.0847 -22.5296
N 4.6768 -20.5845 -22.9625
H 4.0509 -18.5586 -22.8467
H 2.4267 -18.7159 -22.0741
H 4.9004 -21.5664 -23.0387
H 5.3942 -19.9147 -23.2007
C 3.8916 -18.7332 -18.8087
O 4.3118 -18.6033 -17.6783
N 4.6697 -19.0178 -19.8140
N 2.6246 -18.8092 -19.1798
H 5.6384 -19.2195 -19.6116
H 4.1626 -19.4303 -20.5839
H 2.0202 -18.6702 -18.3826
H 2.1904 -18.8758 -20.0892
C -0.3483 -20.6175 -24.9126
O -0.6413 -21.8362 -24.9110
N -1.1091 -19.5948 -25.2281
N 0.8636 -20.2453 -24.8148
H -0.6457 -18.7063 -25.1021
H -2.1175 -19.6381 -25.2661
H 1.1281 -19.2867 -24.6380
H 1.4810 -20.9671 -24.4713
C 5.8947 -24.2499 -23.6290
O 5.2115 -23.2308 -23.8540
N 7.0987 -24.2744 -23.1373
N 5.6549 -25.5069 -23.9232
H 7.4632 -25.2153 -23.1820
H 7.4650 -23.4805 -22.6317
H 6.2838 -26.2412 -23.6308
H 4.8418 -25.7971 -24.4474
C 1.0400 -15.0176 -20.0715
O 0.1506 -15.2104 -19.2966
N 1.3638 -13.8353 -20.4335
N 1.5280 -15.9058 -20.9224
H 1.6786 -13.6758 -21.3798
H 0.9202 -13.1203 -19.8748
H 1.0249 -16.7743 -21.0347
H 2.2573 -15.6096 -21.5552
C 6.5817 -17.2456 -23.5407
O 6.0782 -18.0228 -22.7385
N 7.6979 -16.6193 -23.3703
N 6.0807 -16.9544 -24.6712
H 8.0640 -16.8465 -22.4568
H 7.7836 -15.6556 -23.6602
H 6.5049 -16.3497 -25.3601
H 5.1161 -17.2519 -24.7036
C 1.0808 -14.9371 -24.5603
C 0.3101 -16.2770 -24.2038
C -1.2017 -16.1150 -23.7913
O -1.7694 -17.1702 -23.0048
C -2.9222 -16.8154 -22.3065
N 0.3315 -17.2232 -25.2992
H 0.4493 -14.2779 -25.1560
H 1.8532 -15.0956 -25.3128
H 1.3416 -14.3518 -23.6785
H 0.9296 -16.6296 -23.3792
H -1.8405 -15.8039 -24.6179
H -1.1877 -15.2424 -23.1383
H -2.7212 -16.0102 -21.5999
H -3.3047 -17.6536 -21.7242
H -3.7412 -16.4182 -22.9062
H -0.0987 -16.7985 -26.1083
H 1.2768 -17.2077 -25.6546
C 5.0641 -13.0957 -21.1734
C 5.1498 -14.4722 -21.6861
C 5.3217 -15.4966 -20.5237
O 6.6936 -15.3721 -19.9848
C 6.9797 -16.2544 -18.9388
N 4.0328 -14.8261 -22.5331
H 4.6896 -12.2511 -21.7517
H 6.0400 -12.7857 -20.7999
H 4.2553 -13.2493 -20.4589
H 6.0696 -14.5952 -22.2579
H 5.3191 -16.4950 -20.9611
H 4.5800 -15.4423 -19.7268
H 6.9620 -17.2796 -19.3087
H 6.1906 -16.2118 -18.1881
H 7.9233 -15.9473 -18.4878
H 3.9377 -14.2730 -23.3728
H 4.2021 -15.7455 -22.9154

Formula: C21H70N2O15
Source: OMol25
Level of theory: ωB97M-V with the def2-TZVPD basis set

Output
2S+1: 1
ΔE to the lowest compared entry with this formula, charge and spin: 0.0 kcal/mol
frontier orbital gap: 8.30 eV
LUMO energy: -0.017 eV

Positions of all 108 atoms, in Å:
C 7.4151 -28.3001 2.4080
C 7.4795 -27.5816 1.0597
C 7.7902 -28.6052 -0.0180
C 7.5344 -28.1301 -1.4490
C 6.1055 -27.5832 -1.5139
C 5.8624 -26.4461 -0.5075
N 6.1801 -26.9235 0.8405
O 5.9461 -25.9094 1.7833
C 6.5968 -25.2088 -1.0262
C 4.3488 -26.2230 -0.5843
C 8.6473 -26.5562 1.1557
H 7.4291 -27.6303 3.2763
H 8.3045 -28.9065 2.5952
H 6.4754 -28.8488 2.4971
H 8.7856 -29.0504 0.0344
H 7.1365 -29.4777 0.1215
H 7.6432 -28.9748 -2.1372
H 8.3034 -27.4436 -1.8179
H 5.4763 -28.4598 -1.3418
H 5.9247 -27.2290 -2.5300
H 6.1100 -24.7651 -1.8980
H 6.5071 -24.3984 -0.2927
H 7.6338 -25.3528 -1.3174
H 4.0083 -25.5328 0.1989
H 4.0106 -25.7620 -1.5124
H 3.7624 -27.1191 -0.3783
H 8.8269 -26.2287 2.1809
H 8.5047 -25.6369 0.5903
H 9.5847 -26.9909 0.8006
H 6.6012 -25.1975 1.6237
C 5.2398 -24.9898 8.3126
C 6.1487 -25.6566 9.3542
C 7.3473 -26.1935 8.5907
C 8.3222 -26.8471 9.5641
C 8.8005 -25.7978 10.5812
C 7.6965 -24.9645 11.2962
N 6.5956 -24.6917 10.3373
O 5.5545 -23.9365 10.9032
C 7.1947 -25.7191 12.5291
C 8.3044 -23.6171 11.6940
C 5.3066 -26.8219 9.9316
H 5.7292 -24.1627 7.7897
H 4.3384 -24.5414 8.7334
H 4.9717 -25.6937 7.5258
H 7.0963 -26.8452 7.7523
H 7.9201 -25.3891 8.1143
H 9.2017 -27.2580 9.0626
H 7.8761 -27.7020 10.0784
H 9.5272 -25.1664 10.0722
H 9.2480 -26.3765 11.3939
H 7.9859 -25.7426 13.2817
H 6.3045 -25.2970 12.9945
H 6.9921 -26.7586 12.2657
H 8.4549 -22.9921 10.8151
H 7.5696 -23.1275 12.3365
H 9.2577 -23.7284 12.2084
H 4.8442 -27.4448 9.1711
H 4.5173 -26.4205 10.5784
H 5.8795 -27.4386 10.6244
H 5.0617 -24.5419 11.4795
O 3.1620 -23.2175 2.4651
H 3.4420 -23.2925 3.3893
H 2.4749 -22.5469 2.4785
O 10.1972 -19.6760 5.0717
H 9.9992 -20.4975 5.5592
H 10.8487 -19.2282 5.6181
O 10.4679 -23.1995 2.4137
H 11.1464 -23.6703 2.9082
H 10.4926 -22.2944 2.7468
O 7.4056 -21.5600 0.3179
H 7.0983 -22.2252 0.9440
H 7.1342 -20.7171 0.7060
O 8.0133 -22.8068 8.2871
H 7.4807 -23.3253 8.9154
H 7.3550 -22.3419 7.7496
O 8.3933 -18.8325 3.0660
H 8.8595 -19.5209 3.5604
H 8.9672 -18.0640 3.1262
O 5.5993 -21.5732 7.0983
H 6.1046 -20.7527 7.2094
H 4.8671 -21.4997 7.7213
O 5.0127 -25.8698 4.4000
H 4.7679 -26.7834 4.5638
H 5.4497 -25.8772 3.5172
O 9.9159 -21.9648 6.6508
H 10.5057 -22.7164 6.7424
H 9.5863 -21.8008 7.5448
O 5.9341 -19.2583 1.8151
H 5.2616 -18.5787 1.7257
H 6.6495 -18.8443 2.3284
O 3.9753 -23.3315 5.2573
H 4.4364 -22.9271 6.0066
H 4.4855 -24.1294 5.0222
O 7.2913 -18.8932 6.3142
H 7.9694 -19.0692 5.6449
H 6.9687 -18.0134 6.1013
C 7.7369 -24.2571 4.7878
C 7.1188 -23.4254 3.6712
C 7.2506 -21.9391 3.9452
O 7.7417 -23.7509 2.4419
H 8.7917 -24.0225 4.9293
H 7.6981 -25.3140 4.5035
H 7.1828 -24.1685 5.7187
H 6.0671 -23.6826 3.5697
H 8.2872 -21.6024 3.8451
H 6.8851 -21.6545 4.9267
H 6.6673 -21.3657 3.2194
H 8.7107 -23.6929 2.5277

Formula: C21H72N10O15
Source: OMol25
Level of theory: ωB97M-V with the def2-TZVPD basis set

Output
2S+1: 1
ΔE to the lowest compared entry with this formula, charge and spin: 0.0 kcal/mol
frontier orbital gap: 9.15 eV
LUMO energy: 0.202 eV

Positions of all 118 atoms, in Å:
C -2.3177 -4.2735 -4.0379
O -2.3745 -4.9732 -3.0342
N -1.5864 -3.1661 -4.0057
N -3.1282 -4.5253 -5.0782
H -1.1380 -2.5234 -4.6668
H -1.2794 -3.0785 -3.0578
H -3.8083 -5.2494 -4.9441
H -3.4039 -3.7567 -5.6440
C 0.3607 -4.6923 0.1246
O 0.3758 -3.4986 -0.2393
N 1.3361 -5.0956 0.9968
N -0.3468 -5.6239 -0.4757
H 0.9853 -5.7923 1.6554
H 1.7449 -4.2106 1.2933
H 0.0459 -6.5335 -0.5165
H -0.8582 -5.3074 -1.2899
C -4.8758 1.4394 1.2513
O -5.7618 0.5939 0.9347
N -5.2611 2.5515 1.8778
N -3.5833 1.2740 0.8543
H -6.1872 2.4371 2.2669
H -4.5957 3.1391 2.3109
H -2.9832 2.0773 0.9665
H -3.4576 0.6191 0.0935
C 2.6536 2.8749 -0.3596
O 3.4325 2.2097 0.3850
N 1.4452 3.3188 0.1415
N 2.9022 3.1016 -1.6591
H 0.7330 3.7543 -0.4233
H 1.2752 3.1995 1.1270
H 2.1893 3.3987 -2.3302
H 3.6275 2.5163 -2.0064
C -2.9874 4.8475 1.9819
O -3.6297 5.0064 3.0023
N -1.7236 4.3577 2.0516
N -3.5530 5.1021 0.8183
H -1.2454 4.5549 1.1825
H -1.3700 4.0883 2.9426
H -4.5256 5.3579 0.8833
H -3.3169 4.4390 0.0462
C 1.1540 0.0279 -5.2428
C 1.8623 1.1681 -4.4425
O 1.4321 2.4726 -4.8575
H 0.1277 0.3432 -5.3563
H 1.1488 -0.9128 -4.6938
H 1.6534 0.0308 -6.1969
H 2.9210 1.0908 -4.7401
H 1.7156 0.9800 -3.3870
H 0.5407 2.3294 -5.1946
C -0.6959 -2.7714 3.4767
C 0.0387 -3.4122 4.5955
O 0.3622 -2.5717 5.6783
H -0.2159 -1.9277 2.9635
H -1.6519 -2.4485 3.9072
H -0.9500 -3.4853 2.6794
H 0.9836 -3.8963 4.2527
H -0.5622 -4.2534 5.1053
H -0.4376 -2.2087 6.0856
C 1.9686 3.6450 5.4374
C 2.0966 4.1413 4.0156
O 1.3162 3.2460 3.2222
H 0.9216 3.7850 5.7022
H 2.5920 4.1659 6.1743
H 2.1164 2.5642 5.4392
H 3.1197 4.0686 3.6122
H 1.6338 5.1292 3.8578
H 1.8501 2.3989 3.1249
C -3.5049 -2.9522 0.4849
C -4.7169 -2.4602 -0.2026
O -5.7586 -2.0715 0.7735
H -2.8461 -2.1714 0.8140
H -2.8628 -3.5799 -0.1468
H -3.8211 -3.5728 1.2846
H -5.1602 -3.2381 -0.8552
H -4.4890 -1.5656 -0.8329
H -5.8088 -1.1122 0.8913
C 5.4362 -1.3111 -2.4597
C 4.5974 -0.0505 -1.9931
O 4.8074 1.0925 -2.9433
H 4.9899 -2.2825 -2.2334
H 6.3596 -1.2538 -1.9317
H 5.5348 -1.2342 -3.5428
H 4.7729 0.3407 -0.9713
H 3.5233 -0.2581 -2.1242
H 5.7468 1.2418 -3.0557
C 0.1757 -0.3060 0.6360
C 0.6591 -0.1295 -0.8211
O -0.1909 -1.0964 -1.5587
H 0.2232 -1.3433 0.9412
H -0.8200 0.1177 0.7852
H 0.7849 0.2747 1.3324
H 1.7155 -0.4138 -0.9973
H 0.5057 0.8442 -1.2187
H -0.1559 -1.9699 -1.1211
C 3.6329 -1.9280 1.1212
O 4.0126 -3.1461 1.7853
H 2.8646 -1.4276 1.6981
H 4.5138 -1.2817 1.0248
H 3.2195 -2.1674 0.1216
H 4.3214 -2.8446 2.6523
C -1.2598 3.9248 -2.1771
O -1.9133 3.3564 -1.0232
H -0.2203 3.8449 -1.9732
H -1.5498 3.3639 -3.0895
H -1.5571 4.9615 -2.2134
H -2.0629 2.4361 -1.3369
C -3.2409 -0.1094 -2.7844
O -2.4027 0.3871 -1.7434
H -3.1147 0.2289 -3.8324
H -3.2719 -1.2256 -2.7716
H -4.2645 0.1297 -2.4755
H -1.5357 -0.1449 -1.6579
C 4.0572 0.5832 3.4365
O 2.9385 1.0959 2.7484
H 4.6369 1.3392 3.9687
H 3.6643 -0.0806 4.2105
H 4.7391 -0.0292 2.8216
H 3.2453 1.5373 1.9177

Look up the LUMO energy of the third one. -0.017 eV